Density functional theory data (ωB97M-V/def2-TZVPD) for the molecule C4H6F2O in a non-equilibrium geometry.

## Properties
**Kohn-Sham gap**: 10.809 eV
**E_LUMO**: 0.83 eV
**Spin multiplicity**: 1
**Total energy**: -11724.993 eV
**SMILES**: C[C@H](O)/C(F)=C/F
**Relative energy (zero: lowest compared OMol25 entry of this formula, charge and spin)**: 61.7 kcal/mol
**HOMO energy**: -10.0 eV

Each line ends with the natural charge from an NBO analysis.
Geometry (Å):
C: -1.4934 0.3065 0.9675  -0.65
C: -0.5106 0.5726 -0.2124  0.09
O: -0.9699 -0.1681 -1.4130  -0.73
C: 1.1344 -0.1445 0.1970  0.30
F: 1.1558 -0.4138 1.5007  -0.32
C: 1.9342 -0.4583 -0.7634  0.09
F: 3.1460 -0.9225 -0.5067  -0.31
H: -1.2536 -0.6125 1.3933  0.22
H: -2.4515 0.2953 0.6142  0.22
H: -1.4093 1.0131 1.7948  0.22
H: -0.3335 1.6287 -0.6106  0.20
H: -0.6132 -1.0227 -1.2070  0.47
H: 1.6647 -0.0737 -1.7543  0.20

Force components x, y, z for each atom (eV/Å):
3.13 1.92 -0.26
2.29 -1.15 -0.94
0.62 1.42 1.62
-6.51 2.14 0.71
1.00 -0.11 -0.13
0.63 0.97 -0.75
0.88 -0.72 -0.47
0.29 -1.81 0.57
-2.52 0.07 -1.03
0.10 0.27 -0.25
-0.43 -1.36 1.12
-0.05 -1.05 -0.36
0.56 -0.59 0.18